The following is a quantum chemistry calculation of 5 unconnected molecules or ions with the total composition C45H47BrF3N4O11P2Si, from the OMol25 dataset.

The geometry in XYZ format:
```
114
Properties=species:S:1:pos:R:3:forces:R:3
H 0.4296 2.7571 -0.6033 -0.7 -0.6 -0.2
N -2.0527 -3.8665 6.2948 0.2 1.0 0.7
H 0.2313 -1.6700 1.7250 0.8 0.6 0.3
Si 0.8713 0.8039 1.6294 -0.7 -0.7 -0.7
C 3.1889 5.1643 -11.3453 0.1 -0.2 0.1
C 1.5808 6.8336 -10.5437 0.0 -0.2 0.1
H -0.2035 2.8761 2.4634 0.0 -1.0 0.7
C 1.1272 2.2981 4.1589 -0.5 0.7 -1.0
C 1.1816 -5.5091 2.8429 0.0 0.0 0.1
H 4.1699 -2.2140 4.5127 -0.1 -0.5 1.2
N -1.3108 -0.0960 6.7403 -0.6 0.1 0.1
N -0.0742 -0.5583 6.3550 2.1 -1.2 -0.3
C 0.1555 4.6163 -4.6338 0.1 0.0 -0.1
H -1.0481 -7.6624 0.4092 0.0 0.0 0.0
C 1.7733 7.6208 -11.7829 -0.1 0.2 0.0
C -0.3418 1.9688 -0.7353 -2.3 -2.3 -0.3
H -4.0919 -2.0896 3.3111 0.0 0.6 -0.7
H -3.1577 -0.9411 -1.2864 0.8 0.6 0.4
H -1.0199 -0.5342 3.9438 -0.6 -0.1 0.7
C -1.7045 6.0620 -5.5607 0.0 0.1 -0.1
H 2.6710 1.0623 -0.0475 0.0 0.5 1.0
C 0.0616 -1.9244 6.5975 1.4 -0.4 0.2
H -0.8082 1.3773 3.3481 0.5 0.8 -0.2
C -2.2763 -2.5058 -4.3303 0.1 0.0 0.2
H -2.3062 -2.0789 7.9841 1.0 0.1 0.3
H 1.0609 3.4206 4.2418 0.3 -1.2 0.4
C 0.9234 -5.0320 1.4663 0.0 0.0 -0.1
C 1.2641 -2.6414 6.2683 -0.6 2.3 -0.5
H 0.4694 3.8919 -3.8925 0.0 0.0 0.0
H -0.7616 -3.7594 8.3800 0.4 0.9 -0.2
C -0.1718 -7.5085 2.4109 -0.1 -0.2 0.0
H -0.0961 -5.5159 -0.4106 0.0 0.0 0.0
C -2.3914 -0.1514 -1.1171 1.6 2.1 -0.1
H 0.8513 -7.0228 4.2865 0.0 0.0 0.0
C 0.0808 -5.8801 0.5946 -0.1 0.0 -0.1
H -3.2181 -0.8115 6.1584 0.8 0.6 -0.4
O -1.7157 -5.5371 -2.5746 0.0 0.1 0.0
H -3.7414 0.6341 3.7501 0.8 -0.8 -0.3
H 2.1387 2.0756 3.7593 -0.5 0.0 0.8
F -0.6138 2.1579 5.6396 1.1 -1.2 0.1
O -0.6330 -8.5557 2.8114 0.1 0.1 0.0
H -2.8601 0.8638 5.6621 0.8 -1.0 -0.2
O 4.3720 -5.4432 3.6709 0.0 0.9 -0.7
Br 4.1373 2.4924 5.6774 -0.3 -0.9 0.2
H -1.2951 2.8852 -2.5235 -0.2 -0.9 0.8
H 2.0219 -1.4464 1.8103 -0.9 0.3 0.2
C 2.2651 -0.4280 5.5170 -2.0 -1.5 2.4
H -3.5042 -6.2495 -4.3141 0.0 0.0 0.0
C -0.4048 0.8258 0.1931 -0.8 0.6 -1.4
C 2.7250 7.0922 -12.7874 0.1 -0.1 -0.1
C -3.0666 -0.1293 3.2668 -0.5 -0.3 -0.3
C 2.3909 -1.9024 5.7125 -1.4 -0.2 0.5
C -3.7228 -4.3657 -5.2570 0.0 -0.2 0.1
H -5.0045 -0.8356 2.3899 1.0 -0.4 0.0
H -1.0126 -3.0430 -2.7181 0.0 0.0 0.0
O 3.3106 -4.0397 4.7789 -0.7 1.4 1.9
C 3.6511 -2.7533 5.3581 0.0 0.9 -1.3
C -2.3340 0.9932 -2.0383 1.4 -0.4 2.1
O 1.3888 -3.9802 1.0677 0.0 -0.1 0.1
H -1.2850 0.7430 7.3107 0.3 -0.1 -0.5
H -3.0516 1.1122 -2.8793 0.7 -0.2 0.8
H -1.5107 -1.0826 0.6687 0.3 1.0 -0.6
H 2.8536 7.6814 -13.6867 0.0 0.0 0.0
C -2.3973 -0.1610 5.7272 -1.1 -0.3 -0.1
H 5.1307 -0.1810 6.5441 0.5 -0.2 -0.5
C 0.0931 1.9239 2.9882 0.7 -0.2 0.1
H -2.1641 -1.8850 4.2690 0.2 1.1 0.5
C -1.2522 5.0711 -4.5583 -0.2 0.0 0.1
H 2.6313 2.5157 1.0959 0.3 -0.9 -0.2
C -1.7602 -3.3499 -3.4398 0.0 0.2 0.0
N 4.1989 -4.2889 3.7265 0.9 -1.5 -0.2
H -2.7359 6.3838 -5.4903 0.0 0.0 0.0
C -2.0422 -0.7673 4.3283 -0.7 0.8 -1.1
C -3.9759 -1.2364 2.5957 0.0 0.4 0.3
C 0.9551 0.2204 5.8198 1.3 -1.7 -0.1
C 2.2376 5.6927 -10.3413 -0.1 0.1 0.0
F 1.2762 2.4426 6.6448 0.0 -1.1 -1.3
H 1.0034 -1.1867 3.2716 0.0 0.2 -1.0
C 1.0409 -1.0235 2.1560 0.1 -0.5 0.6
H -4.4699 -4.6721 -5.9782 0.0 0.0 0.0
H -3.0505 -3.6198 6.2722 0.5 -0.2 -0.3
H 4.0802 5.5503 -13.3082 0.0 0.0 0.0
O 1.2851 6.4951 -7.4218 -0.1 -0.1 0.1
H 0.8832 7.2340 -9.8201 0.0 0.0 0.0
C 0.9827 5.0796 -5.5681 0.0 -0.1 0.2
C -3.2970 -2.9479 -5.3083 -0.1 0.1 -0.2
C 0.7407 1.7394 5.5549 -1.2 1.9 0.1
H -3.5272 -1.5938 1.6321 -0.5 0.2 0.9
P -1.3517 -2.9397 7.3776 -1.6 -1.3 -1.2
O -3.7653 -2.1777 -6.1202 0.1 -0.1 0.1
P 3.8182 0.3948 4.8715 1.9 0.3 -1.2
O 5.1862 -0.3295 5.5745 -2.5 0.7 0.7
C -3.2059 -5.2100 -4.3660 -0.1 0.0 -0.1
C -0.4291 -7.0299 1.0330 0.0 0.1 -0.1
O 1.1734 8.6597 -11.9692 0.1 -0.1 0.0
C -1.4208 -0.1998 -0.0151 -0.6 0.8 -1.3
O 3.7889 4.1249 -11.1590 -0.1 0.1 0.0
F 1.2781 -3.9708 6.5308 0.2 1.9 -0.4
C -1.3305 2.0199 -1.8160 0.5 -0.5 0.6
H -2.5353 0.4259 2.4473 -0.3 -0.5 0.8
H 2.1089 5.1044 -9.4423 0.0 0.0 0.0
H 3.3519 0.8715 1.6225 -0.4 0.7 -0.5
C 3.3816 5.9517 -12.5848 0.0 0.1 -0.1
O -2.0084 4.6464 -3.7061 0.1 0.1 -0.1
C -2.1859 -4.7669 -3.3886 0.1 -0.1 0.1
H 4.3249 -2.8952 6.2426 -0.6 0.2 -0.8
H -1.9773 -1.4665 -4.3813 0.0 0.0 0.0
C 0.5300 6.0711 -6.5709 0.1 0.1 -0.1
C 0.6733 -6.6581 3.2825 0.1 0.2 0.1
H 1.8029 -4.8748 3.4645 -0.3 -0.1 -0.1
C -0.8772 6.5256 -6.4954 -0.2 0.0 0.1
H 2.0143 4.7578 -5.6385 0.0 0.0 0.0
H -1.1907 7.2499 -7.2368 0.0 0.0 0.0
C 2.5718 1.4020 1.0202 -0.4 -0.2 0.0
```
Forces are in eV/Å.

Summary:
**HOMO energy**: -0.4037 hartree
**Total charge**: +1

Atom charges from the Löwdin analysis, given in e for atoms 1 to 6:
1 H 0.09
2 N -0.29
3 H 0.03
4 Si 0.58
5 C -0.39
6 C 0.02


The following is a quantum chemistry calculation of a molecular structure, C45H47Cl3InN10OP2S2, from the OMol25 dataset.

The geometry in XYZ format:
```
111
Properties=species:S:1:pos:R:3:forces:R:3
C -4.2599 3.8945 -3.0393 0.0 0.0 -0.1
N -3.8250 -0.1623 1.7286 0.1 0.0 0.2
H -4.8596 -2.2162 -4.3349 0.1 0.0 0.0
Cl 0.6911 -2.3445 -4.8453 0.0 -0.1 0.0
C 2.4292 0.1933 -2.5850 0.0 0.0 0.1
H 5.5128 -4.7378 4.3150 0.0 0.0 -0.1
N -2.2293 3.9314 1.3657 0.1 0.1 0.1
H -5.2448 3.4511 -2.8652 0.0 0.0 0.0
C 2.9252 0.4094 3.1952 0.0 -0.1 -0.1
C -3.4252 6.0984 1.4925 0.0 0.0 0.0
H -4.4497 0.9827 3.1918 0.1 0.0 0.2
C -3.2020 2.8473 -2.8937 -0.1 0.2 0.1
C -1.2435 1.0124 -6.1509 0.0 0.0 0.0
C -1.5688 -1.5988 -3.5548 0.1 0.2 0.1
H 3.2335 -2.8737 2.0857 -0.1 0.1 0.0
C -0.6050 2.0532 5.2669 0.0 0.0 0.0
C -2.0155 3.3373 0.1837 -0.1 0.0 -0.2
H -4.2513 4.3525 -4.0257 0.0 0.0 0.0
C -3.4721 4.5956 1.7426 0.1 0.0 0.0
H -4.2725 4.1340 1.1706 0.0 0.0 0.1
H -2.8548 1.6937 -7.3931 0.0 0.0 0.1
C 3.2391 -0.4550 4.2461 0.0 0.1 0.0
H -0.8829 -1.4113 3.6071 0.0 0.0 0.0
H 6.1822 0.8836 5.2696 0.0 0.0 0.0
C -0.7889 -0.4263 4.0320 0.0 0.1 0.0
H 0.6374 -5.3720 -2.2550 0.0 0.0 0.0
C 0.1680 0.4799 3.5775 -0.1 0.0 -0.1
C 2.3241 0.3472 -1.1926 0.0 0.1 0.0
H 5.3862 -4.7922 2.5450 0.0 0.0 0.0
H -4.1101 4.6601 -2.2832 0.0 0.0 0.0
C 4.0379 1.9793 -2.6874 0.0 0.0 0.0
Cl -3.7007 -0.4191 -2.4469 -0.4 -0.1 0.1
H 4.7176 2.5983 -3.2598 0.0 0.0 0.0
H -4.0719 2.7441 -5.5037 0.0 0.0 0.0
C 0.2406 1.7233 4.2219 0.0 0.0 0.0
C -1.0233 -2.3807 -4.5920 0.0 0.1 0.1
C 4.3999 -0.2827 4.9845 0.0 -0.1 0.0
H -2.2208 1.3855 6.5245 0.0 0.0 0.0
H 0.1477 0.4581 -4.5967 -0.1 0.0 0.0
C -1.8033 -3.1375 -5.4479 0.1 0.0 -0.1
C 4.9627 1.6457 3.6769 0.0 0.0 0.0
C -2.4469 1.6525 -6.3896 0.0 0.0 -0.1
H -2.5646 6.5441 1.9970 -0.1 0.0 0.0
H -0.6784 0.5502 -6.9498 0.0 0.0 0.1
N -4.8050 0.2500 2.5959 -0.3 0.2 -0.3
C 2.6620 -4.8677 -1.7470 0.0 0.0 0.0
P 1.0325 -0.7436 -0.4708 0.4 0.0 0.5
H 4.5802 -4.0745 -1.1891 -0.1 0.0 0.0
C 1.1736 -3.1092 2.7521 0.2 0.0 -0.1
H 3.3607 0.8617 -4.3943 0.0 0.0 0.1
H -4.3291 6.5806 1.8720 0.1 0.0 0.0
C -3.7805 -2.2892 -4.3906 -0.2 0.1 0.0
C 0.5365 -2.2789 1.6537 0.1 0.1 0.2
O -0.7988 -0.9618 -2.6843 -0.5 0.0 0.0
H -1.4143 4.0873 1.9325 0.1 0.0 0.1
N 1.2868 -1.0585 1.2549 -0.4 0.3 -0.3
C -2.5912 2.1709 -4.0603 0.1 0.0 -0.2
N -3.0240 3.2261 -0.6487 -0.2 0.0 0.2
H 0.4942 -3.9437 2.9554 0.0 0.0 0.0
P 1.3765 0.4163 2.1775 0.1 0.0 0.2
S -0.3620 2.8398 -0.1555 0.1 -0.4 0.0
C 3.0657 1.3477 -0.5749 0.0 -0.1 0.0
H 2.9819 1.4984 0.4886 0.0 0.0 -0.1
C 0.8088 -3.3500 -1.5607 0.0 0.0 0.0
H -3.6455 4.3974 2.8024 0.0 0.0 0.0
H -3.3404 6.3063 0.4237 0.0 0.0 0.1
H 3.6923 -1.8545 -0.5904 0.0 0.0 0.0
H -1.3318 -3.7238 -6.2246 0.0 0.0 0.0
Cl -4.1613 -4.0853 -6.3671 0.0 0.0 0.0
H 4.6166 -0.9587 5.8035 0.0 0.0 -0.1
H 0.9971 2.4358 3.9017 -0.1 0.0 0.0
H -5.1688 -0.5485 3.0921 0.1 -0.1 0.1
C 3.5200 -3.8734 -1.2889 0.0 0.0 0.0
C -2.7060 -1.3271 0.4923 0.4 0.2 0.0
H -2.3555 -0.8319 5.4374 0.0 0.0 0.0
C 3.2791 1.0015 -3.3222 0.0 0.0 0.0
H 5.1702 -3.2449 3.4123 0.0 0.1 0.0
C 3.0219 -2.6224 -0.9584 0.0 -0.1 0.0
H 2.5689 -1.2511 4.5284 -0.1 -0.1 0.0
In -1.1063 0.8474 -1.5432 0.2 0.1 0.1
H -0.4889 -2.0290 1.9197 0.0 0.1 0.0
H -2.2928 -2.1642 -0.0496 -0.1 0.1 0.0
H 2.3968 -4.3011 1.4516 0.1 0.1 -0.1
C 1.3076 -4.6044 -1.8861 -0.1 0.0 0.0
C 5.2734 0.7585 4.6941 0.0 0.0 0.0
H 0.4696 -2.9255 0.7878 0.0 -0.1 -0.2
C -1.6410 -0.0968 5.0848 0.0 0.0 0.0
H 4.4985 2.9233 -0.8196 0.0 -0.1 0.0
N -2.6905 2.5414 -1.7652 0.3 -0.4 -0.1
N -3.7102 -1.4195 1.3463 0.1 0.2 0.1
C -1.5610 1.1413 5.7001 0.0 0.0 0.0
H -0.5154 3.0168 5.7538 0.0 0.0 0.0
C 2.5275 -3.6687 2.3303 0.0 -0.2 0.2
C -2.9750 -1.5495 -3.5459 0.3 0.0 -0.1
N -1.4346 1.5307 -3.8336 0.2 -0.2 0.1
C -3.1817 -3.1124 -5.3237 0.1 0.0 0.0
H 5.6214 2.4770 3.4558 0.0 0.0 0.0
C 3.9232 2.1522 -1.3180 0.0 0.0 0.0
C -0.7769 0.9666 -4.8473 0.0 0.1 0.0
C 5.0024 -4.3191 3.4481 -0.2 -0.2 -0.1
S 3.2419 -4.6737 3.6682 0.0 0.2 0.1
C 1.6590 -2.3551 -1.0908 -0.1 0.1 -0.1
H 1.2527 -2.5476 3.6772 0.1 0.1 0.2
H 3.5455 2.2021 2.1777 0.0 -0.1 0.1
C -3.1281 2.2442 -5.3352 -0.1 0.0 -0.1
N -3.0011 0.6752 1.1949 0.1 -0.3 0.0
H -0.2486 -3.1408 -1.6717 0.0 0.0 0.0
N -2.2415 -0.0673 0.4032 -0.4 -0.2 -0.4
C 3.7938 1.4739 2.9434 0.0 0.0 0.0
H 3.0525 -5.8465 -1.9981 0.0 0.0 0.0
H 1.8520 -0.5792 -3.0856 0.0 0.0 0.0
```
Forces are in eV/Å.

Summary:
**HOMO energy**: -0.3712 hartree
**Energy relative to the best compared isomer or geometry (same formula, charge and spin)**: 36.1 kcal/mol
**Total charge**: +1

Atom charges from the Löwdin analysis, given in e for atoms 1 to 6:
1 C 0.00
2 N -0.26
3 H 0.11
4 Cl 0.77
5 C -0.12
6 H 0.03


The calculation returns the following gap between HOMO and LUMO values, one per record and in order: 5.923; 7.328 eV.
The calculation returns the following maximum force values, one per record and in order: 3.491; 0.642 eV Å⁻¹.